1.
DFT (ωB97M-V with the def2-TZVPD basis set) results for 2 unconnected molecules or ions with the total composition C5H9NS at a distorted geometry.

Structure (ORCA input):
```
! RIJCOSX wB97M-V def2-TZVPD def2/J DEFGRID3
* xyz 0 1
S -0.432 0.477 -1.681
N 0.976 0.724 -2.265
C -0.511 -1.079 -1.178
C -1.739 -1.733 -0.575
C 0.730 0.263 1.992
C 0.147 1.206 1.322
C 1.609 1.378 1.535
H 2.109 2.153 2.222
H -1.523 -2.003 0.424
H -0.684 1.534 0.745
H 0.701 -0.464 2.747
H 2.211 1.207 0.782
H 0.162 -1.774 -1.446
H 0.970 1.466 -2.949
H -2.482 -0.837 -0.411
H -2.245 -2.518 -1.263
*
```

Its electronic energy is -648.6322 Ha. As for the HOMO energy: -0.302 Ha. Its energy relative to the best compared isomer or geometry (same formula, charge and spin) is 138.6 kcal per mole. For the strongest force on any atom, the calculation gives 5.05 eV/Å.

Results of the natural (NBO) charge analysis, in e, for atoms 1 through 4:
1. S 0.963
2. N -1.073
3. C -0.479
4. C -0.643


2.
DFT (ωB97M-V with the def2-TZVPD basis set) results for 5 unconnected molecules or ions with the total composition C26H60BClO10S2.

Structure (ORCA input):
```
! RIJCOSX wB97M-V def2-TZVPD def2/J DEFGRID3
* xyz 0 1
Cl 2.714 -0.053 5.519
S -2.786 -1.435 -0.461
S 2.333 -1.870 4.689
O -3.368 -2.186 0.623
O -1.456 1.193 6.421
O -2.639 -2.477 -1.663
O -5.047 2.883 -3.375
O 0.899 0.360 -0.903
O -3.467 -0.278 -0.972
O 2.435 -2.834 5.746
O 2.417 -0.557 -3.933
O 6.422 -2.715 -0.322
O 3.170 -1.967 3.524
C -1.598 1.571 -2.711
C -0.212 -2.605 -1.872
C 6.872 -2.287 0.951
C 3.155 1.654 -4.752
C 5.939 -1.697 -1.170
C -2.764 0.647 6.459
C 3.297 0.537 -3.735
C -1.112 -0.771 1.490
C -6.545 2.512 -5.298
C -1.309 1.593 -1.183
C 5.833 -1.491 1.721
C -5.269 2.142 -4.559
C -1.253 2.379 7.170
C -1.075 -0.999 -0.041
C 6.962 -0.639 -1.543
C 0.106 -0.415 3.650
C 0.185 -0.252 2.121
C 0.621 -1.761 4.181
C 3.922 -1.870 -5.377
C -3.842 1.576 5.929
C 2.553 -1.250 -5.162
C -1.530 -2.269 -2.557
C -1.517 2.227 8.657
C -6.046 2.769 -2.374
C -6.270 1.350 -1.882
C -0.229 -2.247 -0.385
B -0.486 0.330 -0.758
H -5.248 1.066 -4.350
H 2.289 -0.598 -6.002
H -1.008 0.819 -3.244
H -1.279 3.158 9.171
H 0.794 -2.104 -0.037
H -1.909 -0.056 1.713
H 4.709 -1.117 -5.443
H -1.847 3.201 6.757
H 3.929 -2.436 -6.309
H -3.616 1.884 4.907
H 4.333 0.182 -3.689
H -6.653 0.699 -2.670
H -1.562 -1.236 -2.914
H -3.011 0.309 7.471
H 1.796 -2.035 -5.123
H 7.108 -3.210 1.480
H 7.807 -1.720 0.866
H 0.568 -2.543 3.420
H -1.381 -1.720 1.960
H 3.825 2.474 -4.495
H 0.343 0.803 1.886
H -6.612 1.944 -6.227
H -0.677 2.463 -0.970
H 7.830 -1.092 -2.024
H -3.946 2.475 6.538
H 0.620 0.406 4.144
H 0.064 -2.077 5.062
H 4.170 -2.547 -4.558
H -1.706 -2.920 -3.410
H -7.437 2.290 -4.711
H -4.406 2.359 -5.189
H 5.047 -1.232 -0.732
H 3.052 0.918 -2.742
H 5.608 -2.217 -2.071
H 1.058 -0.782 1.730
H -6.553 3.576 -5.538
H -0.002 -3.673 -1.961
H 2.132 2.032 -4.766
H 0.584 -2.088 -2.417
H 6.513 0.073 -2.237
H -1.335 2.527 -3.164
H -2.654 1.382 -2.900
H 4.907 -2.052 1.816
H -0.900 1.431 9.076
H -2.711 -0.245 5.834
H -0.936 -0.354 3.972
H 1.222 0.149 -1.779
H -0.205 2.632 7.006
H -4.804 1.063 5.931
H -6.988 3.214 -2.718
H 6.202 -1.266 2.722
H -0.650 -3.085 0.182
H -2.561 1.991 8.867
H -2.237 1.719 -0.633
H -5.337 0.922 -1.519
H 3.406 1.327 -5.762
H -5.685 3.391 -1.555
H 7.315 -0.076 -0.677
H -6.999 1.348 -1.071
H 5.604 -0.542 1.233
*
```

Its electronic energy is -3060.4251 Ha. As for the SMILES: CCB(O)[C@]1(CCCCS(=O)(=O)Cl)CCCOS1(=O)=O.CCOCC.CCOCC.CCOCC.CCOCC. As for the HOMO energy: -0.349 Ha. For the strongest force on any atom, the calculation gives 0.80 eV/Å.

Results of the Mulliken charge analysis, in e, for atoms 1 through 4:
1. Cl -0.236
2. S 1.146
3. S 1.051
4. O -0.721


3.
DFT (ωB97M-V with the def2-TZVPD basis set) results for C4H6O2 in the gas phase.

Structure (ORCA input):
```
! RIJCOSX wB97M-V def2-TZVPD def2/J DEFGRID3
* xyz 0 1
O 1.588 -1.725 0.891
O -1.119 1.358 0.607
C 1.067 0.561 -0.008
C -0.532 -0.952 -0.196
C 0.902 -0.918 0.326
C -0.437 0.599 -0.365
H 1.336 1.178 0.853
H -2.021 1.032 0.694
H -1.242 -1.343 0.541
H -0.642 -1.525 -1.124
H -0.644 0.971 -1.377
H 1.744 0.765 -0.842
*
```

Its electronic energy is -306.4577 Ha. As for the SMILES: O=C1CC(O)C1. As for the HOMO energy: -0.355 Ha. Its energy relative to the best compared isomer or geometry (same formula, charge and spin) is 30.5 kcal per mole. For the strongest force on any atom, the calculation gives 0.60 eV/Å.

Results of the natural (NBO) charge analysis, in e, for atoms 1 through 4:
1. O -0.508
2. O -0.710
3. C -0.545
4. C -0.562